{"formula": "C4H14N2OS", "method": "the ωB97M-V functional and the def2-TZVPD basis", "homo_lumo_gap_ev": 6.12, "e_homo_ev": -7.47, "relative_energy_ev": 4.428, "species": ["N", "C", "C", "C", "S", "C", "N", "H", "H", "H", "H", "H", "H", "H", "H", "H", "H", "H", "H", "H", "H", "O"], "xyz": [[2.10708, -0.06842, -1.79133], [0.97163, -0.48772, -0.97172], [-0.36038, -0.11420, -1.65282], [-1.57590, 0.04227, -0.70405], [-1.65002, -1.14224, 0.67068], [1.20912, 0.25634, 0.37538], [1.74696, -0.53989, 1.34351], [2.55971, -0.90764, -2.14894], [1.82577, 0.37022, -2.66313], [1.02636, -1.55306, -0.77068], [-0.63610, -0.85414, -2.40374], [-0.18750, 0.83303, -2.17567], [-2.44838, -0.12151, -1.33448], [-1.60361, 1.09244, -0.41884], [-0.41988, 0.97196, 1.32828], [0.02509, 0.50612, 0.84814], [1.66450, 1.22409, 0.20724], [1.07608, -1.30042, 1.51840], [1.86189, -0.14906, 2.26579], [-2.28243, 0.27970, 2.12700], [-2.25438, 0.72748, 3.60039], [-2.65562, 0.93466, 2.75061]]}

=====

{"formula": "C47H58I2O21", "method": "the ωB97M-V functional and the def2-TZVPD basis", "homo_lumo_gap_ev": 8.25, "e_homo_ev": -9.34, "species": ["C", "O", "C", "C", "C", "C", "C", "C", "C", "C", "C", "C", "C", "C", "C", "C", "C", "C", "I", "C", "C", "I", "C", "C", "C", "O", "C", "C", "C", "C", "C", "C", "C", "O", "H", "H", "H", "H", "H", "H", "H", "H", "H", "H", "H", "H", "H", "H", "H", "H", "H", "H", "H", "H", "H", "H", "H", "H", "H", "H", "H", "H", "H", "H", "H", "H", "H", "H", "C", "C", "O", "C", "O", "O", "H", "H", "H", "H", "C", "C", "O", "C", "O", "O", "H", "H", "H", "H", "C", "C", "O", "C", "O", "O", "H", "H", "H", "H", "C", "C", "O", "C", "O", "O", "H", "H", "H", "H", "C", "C", "O", "C", "O", "O", "H", "H", "H", "H", "C", "C", "O", "C", "O", "O", "H", "H", "H", "H"], "xyz": [[2.79850, 4.19278, -1.69989], [2.36107, 3.89386, -3.00371], [2.33390, 2.50050, -3.27223], [1.69171, 2.27292, -4.63613], [0.38430, 1.46686, -4.61751], [-0.64063, 1.91404, -3.59047], [-1.88395, 1.01361, -3.53556], [-1.67131, -0.49580, -3.68490], [-1.29658, -1.21235, -2.38064], [0.16335, -1.01649, -2.00104], [0.56413, -1.81987, -0.73777], [0.71349, -0.85832, 0.43905], [0.68583, -1.57898, 1.80506], [1.68245, -1.10795, 2.83285], [2.72919, -1.95802, 3.18788], [3.67017, -1.63034, 4.15654], [3.61193, -0.41857, 4.83881], [4.58186, -0.10828, 5.90298], [4.01493, -0.88961, 7.79582], [5.68741, 0.60017, 5.72335], [6.05604, 1.15681, 4.38786], [6.99986, 1.04301, 7.30612], [2.56442, 0.45500, 4.50707], [1.61906, 0.11913, 3.51726], [0.54108, 1.12686, 3.27546], [0.12246, 1.43470, 2.19460], [0.02671, 1.78094, 4.51110], [-1.32665, 2.04727, 4.67904], [-1.74658, 2.63685, 5.86570], [-0.80845, 2.97439, 6.84128], [0.54423, 2.71589, 6.66872], [0.96228, 2.10492, 5.49239], [2.37674, 1.75412, 5.23506], [3.28001, 2.46528, 5.57560], [2.59809, 3.38174, -0.99909], [3.87309, 4.39602, -1.67143], [2.28568, 5.08964, -1.36080], [3.36965, 2.14134, -3.29483], [1.83424, 1.95451, -2.46972], [1.56396, 3.22428, -5.14648], [2.40550, 1.70936, -5.23631], [-0.11636, 1.57516, -5.58295], [0.64907, 0.41837, -4.52798], [-0.23625, 2.08738, -2.59722], [-0.97599, 2.90068, -3.92286], [-2.37147, 1.18256, -2.57554], [-2.61669, 1.32205, -4.27872], [-1.00351, -0.76519, -4.49383], [-2.64278, -0.91117, -3.95800], [-1.96445, -0.82120, -1.61585], [-1.48581, -2.27473, -2.53137], [0.82954, -1.22815, -2.83380], [0.30403, 0.04122, -1.77607], [1.50322, -2.31959, -0.96650], [-0.21384, -2.56030, -0.55721], [1.66029, -0.33416, 0.33421], [-0.12117, -0.17429, 0.39834], [0.82546, -2.65204, 1.69683], [-0.31099, -1.44311, 2.23064], [2.82331, -2.93126, 2.72673], [4.44752, -2.33359, 4.41749], [5.58403, 2.12473, 4.23831], [7.12804, 1.32425, 4.33734], [5.80507, 0.47547, 3.58159], [-2.00295, 1.79186, 3.87923], [-2.79850, 2.82168, 6.00855], [-1.16827, 3.43267, 7.74997], [1.28273, 2.95549, 7.41860], [-1.69691, 0.75511, -9.83639], [-1.12909, 1.82245, -8.92677], [-1.17468, 1.18957, -7.64333], [-1.17543, -0.15344, -7.84086], [-1.04361, -0.96372, -6.98197], [-1.34182, -0.44745, -9.14891], [-1.26439, 0.76612, -10.83369], [-2.78385, 0.80885, -9.91178], [-0.09124, 2.06949, -9.15933], [-1.72238, 2.73316, -8.92167], [-3.55126, -1.09062, -6.59617], [-5.05974, -0.97336, -6.64452], [-5.24920, 0.35305, -7.16102], [-4.13765, 0.69565, -7.84185], [-4.03318, 1.66948, -8.52501], [-3.15179, -0.20410, -7.65357], [-3.18874, -2.09705, -6.78434], [-3.12947, -0.72884, -5.66015], [-5.51485, -1.68525, -7.33555], [-5.52702, -1.07127, -5.66841], [7.72106, -2.87990, 8.97970], [6.67160, -3.89714, 9.37356], [7.22578, -5.11456, 8.86704], [8.57135, -4.96230, 8.77096], [9.33555, -5.84014, 8.54646], [8.91724, -3.66479, 8.96217], [7.81526, -2.05630, 9.68269], [7.54210, -2.47706, 7.98075], [6.54629, -3.99070, 10.45404], [5.70548, -3.69697, 8.91632], [-4.93025, -1.66000, 0.54590], [-4.99521, -3.11516, 0.96211], [-5.14070, -3.78279, -0.29571], [-4.64119, -2.97721, -1.26366], [-4.46230, -3.30477, -2.39118], [-4.37532, -1.74469, -0.76944], [-4.29394, -1.05753, 1.18918], [-5.91613, -1.19639, 0.48165], [-4.07410, -3.45659, 1.43772], [-5.83592, -3.33971, 1.61286], [-4.84652, 3.70149, -6.23441], [-4.68564, 4.86156, -5.27485], [-5.06811, 4.28469, -4.02407], [-4.90126, 2.94330, -4.10736], [-4.96335, 2.20040, -3.18227], [-4.61930, 2.57161, -5.38155], [-4.12560, 3.71556, -7.04571], [-5.85090, 3.62692, -6.65339], [-3.64960, 5.19787, -5.20088], [-5.32065, 5.71085, -5.51347], [-0.05297, -2.94697, 5.30683], [-0.28555, -3.04510, 6.79881], [-1.70298, -3.23342, 6.87077], [-2.12386, -3.75774, 5.69355], [-3.21503, -4.17650, 5.49030], [-1.12497, -3.73112, 4.77599], [0.90779, -3.34965, 4.99691], [-0.14791, -1.92466, 4.93362], [0.20969, -3.91018, 7.24334], [0.00986, -2.14904, 7.33896]]}

=====

{"formula": "C26H36Br2F3N3O5P", "method": "the ωB97M-V functional and the def2-TZVPD basis", "homo_lumo_gap_ev": 7.34, "total_charge": 1, "e_homo_ev": -10.83, "species": ["C", "N", "C", "C", "C", "N", "C", "C", "O", "O", "C", "C", "C", "C", "F", "C", "F", "F", "C", "Br", "C", "C", "Br", "N", "P", "O", "O", "O", "H", "H", "H", "H", "H", "H", "H", "H", "H", "H", "H", "H", "H", "H", "H", "H", "H", "H", "H", "H", "H", "H", "H", "H", "C", "C", "C", "C", "C", "C", "H", "H", "H", "H", "H", "H", "C", "C", "C", "C", "C", "C", "H", "H", "H", "H", "H", "H"], "xyz": [[5.63460, -0.83138, -1.68981], [4.28300, -0.96758, -1.10015], [3.25090, -0.98097, -2.11214], [2.32818, 0.25087, -2.06375], [1.30178, 0.07415, -3.17987], [0.17678, 1.03638, -2.98225], [-0.47634, 1.00968, -1.60959], [-0.81274, 2.49626, -1.28156], [-2.14333, 2.55510, -0.75805], [-3.02147, 3.13847, -1.71329], [0.33384, 0.25981, -0.54002], [-0.22728, 0.64764, 0.84422], [-1.71827, 0.20382, 1.02743], [-1.89907, -0.61732, 2.24470], [-1.32407, -0.14837, 3.38743], [-2.64366, -1.74680, 2.33183], [-2.39970, -2.83604, 1.60180], [-3.67896, -1.91805, 3.15101], [0.30399, -1.29366, -0.49796], [1.62488, -2.00540, 0.70911], [-0.45325, -2.18237, -1.14617], [-1.51689, -1.82194, -2.15642], [-0.28646, -4.05290, -0.89522], [1.77613, 0.58392, -0.73279], [2.40604, 2.03226, -0.20109], [2.15103, 3.18612, -1.09375], [2.00092, 2.36061, 1.28588], [3.98333, 1.84952, -0.12426], [5.98003, -1.79335, -2.06878], [6.31574, -0.50339, -0.91040], [5.60713, -0.08315, -2.47562], [4.26940, -1.82613, -0.57281], [3.66766, -1.08603, -3.11799], [2.63084, -1.87010, -1.96437], [2.94896, 1.09255, -2.37073], [1.80793, 0.37350, -4.09262], [0.97268, -0.95161, -3.30076], [0.54147, 1.95931, -3.22990], [-0.53856, 0.81832, -3.67451], [-1.47537, 0.62598, -1.77133], [-0.80950, 3.13091, -2.16659], [-0.17616, 2.93034, -0.52326], [-3.01789, 2.55446, -2.48574], [0.31866, 0.13946, 1.62776], [-0.16072, 1.70451, 1.07074], [-2.35000, 1.08224, 1.14705], [-2.08770, -0.36196, 0.17739], [-1.81660, -2.72156, -2.68541], [-2.41906, -1.46135, -1.66613], [-1.19720, -1.12821, -2.92517], [2.06267, 3.32490, 1.35226], [4.36653, 2.22430, -0.92368], [-0.57967, 7.74937, 1.54499], [-1.77441, 7.81037, 0.84109], [-2.26953, 6.67709, 0.21168], [-1.57442, 5.47845, 0.29229], [-0.38156, 5.41944, 1.00018], [0.11890, 6.55373, 1.62350], [-0.19320, 8.63408, 2.03318], [-2.31996, 8.74295, 0.78318], [-3.19838, 6.72689, -0.34149], [-1.96213, 4.59691, -0.19299], [0.16168, 4.48306, 1.06770], [1.05141, 6.50746, 2.17172], [-2.37917, -7.85161, 4.12186], [-1.25666, -8.45662, 3.57421], [-0.66894, -7.92718, 2.43422], [-1.19946, -6.78700, 1.84748], [-2.31996, -6.18005, 2.39624], [-2.91247, -6.71454, 3.53160], [-2.83899, -8.26680, 5.00903], [-0.84001, -9.34212, 4.03594], [0.20280, -8.40296, 2.00378], [-0.73838, -6.37132, 0.96038], [-2.73260, -5.29080, 1.93843], [-3.78974, -6.24455, 3.95713]]}

=====

{"formula": "C6H22BO11PdS2", "method": "the ωB97M-V functional and the def2-TZVPD basis", "homo_lumo_gap_ev": [3.77, 3.75], "multiplicity": 3, "total_charge": -3, "s_squared": 2.004, "e_homo_ev": [2.45, 2.47], "relative_energy_ev": 0.000, "species": ["Pd", "B", "H", "H", "H", "H", "S", "O", "O", "O", "O", "S", "O", "O", "O", "O", "C", "C", "O", "H", "H", "H", "H", "H", "H", "C", "C", "O", "H", "H", "H", "H", "H", "H", "C", "C", "O", "H", "H", "H", "H", "H", "H"], "xyz": [[-0.71327, 0.07273, -0.32960], [-2.51347, 0.47963, -1.76869], [-3.38881, 0.23686, -2.45742], [-1.66297, -0.18608, -2.06890], [-2.22596, 1.58689, -1.83298], [-2.75485, 0.29042, -0.69155], [-1.99670, 1.53417, 2.56767], [-1.74814, 0.68304, 3.75022], [-3.39680, 1.31678, 2.19250], [-1.72708, 2.94040, 2.92860], [-1.10214, 1.14160, 1.42018], [-2.20134, -2.42776, 1.33644], [-1.12534, -1.71254, 0.57611], [-1.80543, -2.54462, 2.74510], [-3.47244, -1.75022, 1.14265], [-2.37125, -3.78467, 0.73000], [0.71090, 4.07485, 0.31961], [-0.16067, 3.32550, -0.62458], [0.44102, 2.12908, -1.06332], [1.08542, 3.43348, 1.11817], [0.22476, 4.91510, 0.81653], [1.52371, 4.42627, -0.32807], [-0.26947, 3.94893, -1.52339], [-1.14399, 3.06601, -0.23153], [1.14283, 2.40217, -1.66130], [0.42800, -3.24605, -1.38880], [1.10031, -2.20221, -2.27658], [0.71300, -0.88663, -1.88638], [-0.66054, -3.24434, -1.46436], [0.70942, -3.23711, -0.33763], [0.59364, -4.28927, -1.68774], [0.75580, -2.21500, -3.31616], [2.18975, -2.26223, -2.17786], [1.23740, -0.29104, -2.42669], [3.36916, -1.24995, 0.46835], [2.40769, -0.71554, 1.53561], [1.34348, 0.04044, 1.03459], [4.20696, -1.77330, 0.93394], [3.76160, -0.50810, -0.22939], [2.79510, -2.01285, -0.05762], [2.83208, -0.20929, 2.41035], [2.01172, -1.63771, 1.98233], [0.85694, 0.34214, 1.82159]]}

=====

{"formula": "C24H37ClLuN2O3", "method": "the ωB97M-V functional and the def2-TZVPD basis", "homo_lumo_gap_ev": [2.83, 2.89], "total_charge": -1, "e_homo_ev": [-0.11, -0.20], "relative_energy_ev": 1.080, "species": ["Lu", "Cl", "N", "N", "C", "C", "C", "C", "C", "C", "H", "H", "H", "H", "H", "H", "C", "C", "C", "C", "H", "H", "H", "H", "H", "H", "O", "H", "H", "O", "H", "H", "C", "C", "C", "H", "H", "C", "C", "H", "C", "C", "C", "C", "H", "C", "H", "H", "H", "H", "H", "H", "H", "H", "C", "C", "C", "C", "O", "H", "H", "H", "H", "H", "H", "H", "H", "H"], "xyz": [[-0.09404, -0.05654, 0.27729], [-0.46755, -2.26666, 1.43250], [2.07397, -0.19576, 0.66873], [-2.19582, -0.04002, -0.36505], [2.96363, -0.92842, 0.04291], [-2.76289, -0.72155, -1.32044], [2.57684, 0.13943, 2.00695], [3.66075, -0.90859, 2.19708], [1.53128, 0.07375, 3.11124], [3.14796, 1.54104, 1.91376], [1.04381, -0.90325, 3.13206], [0.73684, 0.81523, 2.96949], [1.98427, 0.28137, 4.09070], [3.91025, 1.57072, 1.12591], [3.57988, 1.88685, 2.86572], [2.34797, 2.22112, 1.60877], [-3.21618, 0.40107, 0.59712], [-4.35494, -0.55125, 0.28230], [-3.56079, 1.83185, 0.24229], [-2.78865, 0.32078, 2.05879], [-2.42400, -0.68122, 2.29930], [-3.62193, 0.57540, 2.72850], [-1.97819, 1.02558, 2.28540], [-3.87971, 1.88947, -0.80369], [-2.63798, 2.40342, 0.33047], [-4.32912, 2.25867, 0.90280], [-4.03068, -1.01721, -1.09729], [-5.36554, -0.11189, 0.28097], [-4.32643, -1.43520, 0.92518], [3.96185, -1.33687, 0.80347], [3.27641, -1.79210, 2.71416], [4.59067, -0.56680, 2.67850], [2.87495, -1.29195, -1.39065], [-2.06625, -1.15418, -2.55751], [-0.71927, -1.83940, -2.44313], [-1.85027, -0.23291, -3.11407], [-2.80142, -1.72060, -3.12460], [0.40171, -1.17454, -1.93628], [1.59114, -1.90677, -1.90421], [0.39995, 0.07682, -1.72211], [1.71684, -3.14547, -2.58110], [0.62446, -3.75920, -3.20553], [3.05970, -3.84081, -2.80081], [-0.59726, -3.07982, -3.12074], [0.73921, -4.68111, -3.80696], [-1.73802, -3.70692, -3.92214], [-1.45740, -4.67011, -4.38982], [-2.06278, -3.05810, -4.75839], [-2.63833, -3.90566, -3.31348], [3.75329, -3.22239, -3.40293], [2.96361, -4.79564, -3.35204], [3.58743, -4.07443, -1.85875], [3.76407, -1.88148, -1.60805], [2.96046, -0.34644, -1.94030], [0.83798, 3.91620, 0.30697], [-0.16189, 3.24231, 1.25029], [0.22148, 3.28969, 2.72826], [-1.38822, 4.13188, 1.17897], [-0.34073, 1.86834, 0.86426], [1.06535, 4.95328, 0.60278], [0.37066, 3.96644, -0.68631], [1.77877, 3.39674, 0.16392], [0.20835, 4.31917, 3.12996], [-0.55025, 2.71219, 3.26956], [1.17694, 2.83568, 2.96490], [-1.74761, 4.21339, 0.11880], [-2.19993, 3.69705, 1.82104], [-1.12870, 5.14629, 1.55431]]}